(1)
The following is a DFT calculation (ωB97M-V with the def2-TZVPD basis set) of a single C4H6FN molecule in a non-equilibrium geometry.

Results
- Kohn-Sham gap (hartree) = 0.402
- energy relative to the best compared isomer or geometry (same formula, charge and spin) (kJ/mol) = 145.7
- max |F| (eV/Å) = 1.90
- calculated total energy (eV) = -8450.824

Structure (ORCA input):
```
! RIJCOSX wB97M-V def2-TZVPD def2/J DEFGRID3
* xyz 0 1
C -1.53067 1.01189 0.09984
C -0.97320 -0.15216 -0.19273
F -1.68596 -1.29908 -0.11022
C 0.41814 -0.41206 -0.66798
C 1.27820 -0.81961 0.45797
N 1.50998 0.50857 -0.33034
H -2.55701 1.07538 0.41614
H -1.06301 1.94721 -0.13018
H 0.48016 -0.89208 -1.61179
H 0.90967 -0.66034 1.48831
H 2.09356 -1.51651 0.28247
H 1.12013 1.20879 0.29853
*
```

Formally, the Mulliken partial charges of the atoms, in units of the elementary charge, are as follows: number 1, C, carries -0.7936; number 2, C, carries 0.3295; number 3, F, carries -0.2543; number 4, C, carries 0.0894; number 5, C, carries -0.5146; number 6, N, carries -0.6241; number 7, H, carries 0.2910; number 8, H, carries 0.2877; number 9, H, carries 0.3716; number 10, H, carries 0.2603; number 11, H, carries 0.2636; number 12, H, carries 0.2937



(2)
The following is a DFT calculation (ωB97M-V with the def2-TZVPD basis set) of a single C2H5N3O molecule in a non-equilibrium geometry.

Results
- Kohn-Sham gap (hartree) = 0.377
- energy relative to the best compared isomer or geometry (same formula, charge and spin) (kJ/mol) = 342.2
- max |F| (eV/Å) = 4.09
- calculated total energy (eV) = -8670.096

Structure (ORCA input):
```
! RIJCOSX wB97M-V def2-TZVPD def2/J DEFGRID3
* xyz 0 1
H 1.69558 -1.96743 0.25712
N 2.04169 -1.00836 0.07352
C 1.14256 -0.13928 -0.08893
N 1.34454 1.20352 -0.21919
O -0.11907 -0.77594 -0.18304
N -1.06331 0.23321 0.20026
C -2.28282 -0.16524 -0.04347
H 2.29513 1.32552 0.02344
H 0.68963 1.79342 0.45700
H -3.04465 0.64981 0.02575
H -2.69928 -1.14923 -0.50245
*
```

Formally, the Mulliken partial charges of the atoms, in units of the elementary charge, are as follows: number 1, H, carries 0.2733; number 2, N, carries -0.7620; number 3, C, carries 0.6615; number 4, N, carries -0.5025; number 5, O, carries -0.1830; number 6, N, carries -0.3551; number 7, C, carries -0.2283; number 8, H, carries 0.3008; number 9, H, carries 0.3118; number 10, H, carries 0.2396; number 11, H, carries 0.2439